100
Properties=species:S:1:pos:R:3:forces:R:3:mulliken_spin:R:1 method="wB97M-V/def2-TZVPD" total_charge=0 s2=6.006 homo_energy_ev="-8.107 / -8.099" lumo_energy_ev="-1.21 / -1.51" multiplicity=5 homo_lumo_gap_ev="6.900 / 6.585" de_lowest_kj_mol=115.51
Fe -21.9521 -6.0303 -10.1089 1.95 -0.77 0.02 3.855
C -16.7548 -7.7495 -9.7707 -3.14 0.53 -0.40 -0.001
C -15.8515 -6.6978 -9.6807 1.56 -2.37 1.65 0.001
C -16.3084 -5.2916 -9.9040 0.41 3.30 -1.60 -0.003
O -15.5112 -4.3231 -9.8752 0.49 -1.14 0.62 0.001
C -17.6382 -4.9659 -10.2367 -2.23 -3.51 -0.29 -0.005
C -18.6062 -6.0158 -10.1973 1.51 0.69 0.58 0.004
C -18.1512 -7.4760 -9.9326 1.57 0.40 0.33 -0.010
O -19.0175 -8.3595 -9.7433 0.06 0.15 -0.49 -0.004
O -19.8393 -5.8128 -10.2514 -1.09 0.47 -0.60 0.019
O -14.6925 -6.9666 -9.2364 -0.41 1.31 -0.99 0.000
H -16.6139 -8.7558 -9.4001 0.88 -0.02 -0.19 0.001
H -18.0311 -4.0097 -10.5376 0.55 0.43 0.31 -0.001
C -16.2072 -1.5600 -12.2064 -0.10 -0.47 -0.17 0.000
C -14.8064 -1.3075 -11.6799 0.89 -0.37 -1.10 0.000
O -14.7488 -1.3594 -10.2640 -0.18 0.06 -0.66 0.000
H -16.2592 -1.6213 -13.2973 0.18 0.42 -0.01 0.000
H -16.8816 -0.7872 -11.8332 -0.08 -0.03 -0.08 0.000
H -16.5694 -2.5454 -11.8992 0.02 0.06 0.37 0.000
H -14.3888 -0.4091 -12.1504 -0.42 0.65 0.98 0.000
H -14.0629 -2.0044 -12.0981 -0.50 -0.58 0.12 0.000
H -14.9477 -2.2974 -10.1148 0.16 0.11 0.51 0.000
C -17.5099 -9.3091 -13.8120 -0.58 0.08 -0.20 0.000
C -17.7503 -7.8262 -13.5712 0.77 0.48 -0.32 0.000
O -19.1494 -7.5837 -13.7203 -0.55 -0.73 0.15 0.000
H -16.4873 -9.6643 -13.7085 0.16 0.45 0.07 0.000
H -17.8226 -9.4789 -14.8443 0.00 -0.33 0.04 0.000
H -18.1147 -9.9390 -13.1575 -0.06 0.09 0.07 0.000
H -17.2258 -7.2628 -14.3482 0.05 0.02 -0.07 0.000
H -17.3485 -7.4427 -12.6308 -0.28 -0.27 0.28 0.000
H -19.4449 -6.6952 -13.5055 0.58 0.24 -0.03 0.000
C -21.5610 -0.2686 -12.0231 0.73 -0.77 0.14 0.000
C -20.4269 -0.7332 -11.1150 -1.08 -1.08 0.55 0.000
O -20.2849 -2.1638 -11.2677 0.11 -0.39 -0.96 0.003
H -22.4920 -0.8003 -11.8202 0.09 -0.12 0.11 0.000
H -21.2047 -0.5591 -13.0129 -0.49 0.57 -0.32 0.000
H -21.7692 0.7890 -11.8877 0.24 0.11 -0.34 0.000
H -20.7480 -0.6617 -10.0698 0.58 0.96 0.01 0.000
H -19.4760 -0.2851 -11.3985 -0.09 0.37 0.46 0.000
H -19.5919 -2.4885 -10.6746 -0.10 0.21 0.36 -0.001
C -11.1489 -10.4340 -7.6593 1.01 0.34 -0.42 0.000
C -11.8912 -9.1902 -8.1571 0.24 -1.41 -0.29 0.000
O -13.2881 -9.4630 -8.1555 0.33 0.94 -0.06 0.000
H -11.0844 -11.2143 -8.4197 -0.61 -0.09 0.06 0.000
H -11.4953 -10.8438 -6.7133 -0.31 0.13 -0.06 0.000
H -10.0878 -10.1851 -7.5312 -0.10 0.21 0.22 0.000
H -11.6060 -9.0249 -9.2065 0.30 0.25 0.26 0.000
H -11.5916 -8.3199 -7.5582 -0.35 -0.01 0.02 0.000
H -13.6456 -8.6634 -8.5776 -0.58 -0.29 0.08 0.000
C -21.9065 -11.4140 -11.6347 -1.03 -0.39 0.91 0.000
C -20.7399 -10.4904 -11.8747 0.64 -1.06 -0.75 -0.001
O -20.9869 -9.6291 -12.9874 -0.67 0.86 0.07 0.001
H -22.8362 -10.8675 -11.4486 0.01 0.07 -0.07 0.000
H -21.7489 -12.0320 -10.7436 0.31 0.48 0.28 0.000
H -22.1460 -12.2163 -12.3359 0.40 0.58 -0.78 0.000
H -19.8984 -11.1462 -12.1116 0.17 0.32 0.08 0.000
H -20.4596 -9.9335 -10.9804 -0.25 0.01 -0.11 0.000
H -20.2045 -9.0980 -13.2470 -0.12 -0.35 0.27 0.000
C -16.9404 -4.9890 -6.9329 1.81 -1.60 0.40 0.000
C -16.4073 -3.5574 -6.7763 -1.57 -0.70 0.11 0.000
O -16.8007 -2.8600 -7.9600 -0.32 0.78 0.12 0.000
H -16.2151 -5.6074 -7.4778 -0.20 0.41 -0.46 0.000
H -17.9018 -5.0924 -7.4293 -0.08 0.48 0.06 0.000
H -16.9396 -5.6522 -6.0590 -0.31 0.76 0.56 0.000
H -15.3483 -3.4075 -6.5718 0.12 -0.57 -0.23 0.000
H -16.9371 -3.1404 -5.9158 -0.04 0.53 -0.27 0.000
H -16.3774 -3.2850 -8.7300 0.28 0.02 0.14 0.000
O -21.3619 -7.8231 -9.0959 -1.03 -0.09 0.00 0.028
H -21.4813 -8.3530 -8.2994 -0.15 0.27 0.00 0.005
H -20.4574 -8.0866 -9.4479 0.49 0.30 0.03 -0.006
O -22.0426 -4.2672 -11.2983 -0.67 -0.08 -0.17 0.033
H -21.3224 -3.5957 -11.3378 0.09 0.07 0.07 -0.006
H -22.8339 -3.8116 -11.6098 0.11 -0.07 0.01 0.000
O -15.5340 -8.2507 -6.4147 -0.35 0.25 -0.05 0.000
H -14.8964 -7.5119 -6.4948 -0.10 -0.30 -0.05 0.000
H -15.5517 -8.6503 -7.2937 0.26 0.02 0.26 0.000
O -18.8500 -8.5610 -6.7575 -0.20 0.14 -0.04 0.000
H -18.5806 -8.1480 -5.9289 0.18 -0.13 -0.11 0.000
H -18.1240 -8.3749 -7.3672 -0.01 -0.01 0.18 0.000
O -13.7223 -6.1284 -6.8568 0.37 0.21 0.11 0.000
H -13.8048 -6.0630 -7.8238 -0.20 -0.10 -0.07 0.000
H -12.7879 -6.3080 -6.7004 -0.13 0.03 0.07 0.000
O -21.5496 -4.8686 -8.4883 0.05 0.69 0.67 0.046
H -22.0670 -4.2587 -7.9476 -0.03 -0.17 -0.08 0.003
H -20.6601 -4.4477 -8.5635 -0.15 -0.06 -0.10 -0.001
O -13.2171 -5.5785 -11.5556 -0.14 -0.31 0.03 0.000
H -13.6615 -6.1187 -10.8771 0.19 0.30 -0.05 0.000
H -13.5265 -5.9359 -12.3939 0.06 0.00 0.04 0.000
O -21.8254 -7.1982 -11.7907 -0.57 0.26 -0.55 0.039
H -21.8403 -6.7170 -12.6307 0.06 -0.08 0.15 0.004
H -21.6366 -8.1348 -12.0340 0.11 -0.31 -0.08 -0.001
O -18.6377 -11.0554 -10.1160 0.55 0.02 0.32 0.000
H -18.3721 -10.1241 -9.9692 -0.45 -0.46 0.00 0.000
H -18.9594 -11.3502 -9.2580 0.14 0.03 0.04 0.000
O -19.4792 -2.7948 -8.5843 -0.23 -0.03 -0.19 -0.001
H -18.5139 -2.8302 -8.3728 0.31 -0.07 0.25 0.000
H -19.7700 -1.9168 -8.3120 0.11 -0.11 0.10 0.000
O -19.4042 -4.2920 -13.3345 0.04 -0.26 0.25 0.000
H -19.3480 -3.3445 -13.1536 -0.05 -0.10 0.02 0.000
H -19.0330 -4.7074 -12.5396 0.03 0.22 -0.10 -0.001